A cluster of 6 separate species, C34H42F40N2O10P2 in total. Source: the Open Molecules 2025 dataset; level of theory: ωB97M-V/def2-TZVPD.

ORCA input file:
```
! wB97M-V def2-TZVPD RIJCOSX def2/J DEFGRID3
* xyz 0 1
C -2.9223 4.4119 7.4095
N -3.3491 3.7503 6.1812
C -2.8450 2.3679 6.1282
C -2.9482 4.4864 5.0280
O -2.0575 5.3454 5.0454
C -3.7621 4.1854 3.8005
C -3.2200 4.8150 2.5374
O -2.1133 4.1088 2.0185
C -0.8357 4.6022 2.3587
C 0.1731 4.3172 1.2404
N 1.5323 4.0955 1.8573
P 1.7759 2.6316 2.5895
O 0.7544 2.2185 3.5418
O 2.0896 1.5143 1.4972
O 3.2052 2.8550 3.2882
P -0.4638 3.1388 -0.0415
C -1.0944 1.5882 0.6828
C 0.8507 2.7974 -1.2726
H -3.1934 5.4588 7.4044
H -3.4230 3.9495 8.2572
H -1.8490 4.3202 7.5752
H -3.4972 1.7106 6.6908
H -1.8315 2.3218 6.5216
H -2.8167 2.0253 5.0994
H -3.9156 3.1226 3.6527
H -4.7589 4.5938 3.9703
H -4.0088 4.7336 1.7901
H -3.0279 5.8775 2.6738
H -0.8715 5.6797 2.5111
H -0.4713 4.1887 3.2921
H 0.2823 5.2425 0.6876
H 2.2088 4.1599 1.0972
H 3.0488 1.4349 1.3665
H 3.4258 2.0227 3.7398
H -0.5753 1.2194 1.5623
H -2.1541 1.6698 0.8691
H -0.9789 0.8245 -0.0849
H 1.3006 3.7538 -1.5216
H 1.6129 2.0786 -0.9846
H 0.3437 2.4651 -2.1683
C 7.6124 3.4835 -1.4058
C 8.5981 2.3828 -1.8252
C 8.1441 1.3760 -2.8851
F 7.0304 0.7128 -2.5080
F 9.1306 0.4696 -3.0666
F 9.0562 1.7387 -0.7296
F 9.6588 3.0299 -2.3849
O 6.8277 3.2991 -0.2372
C 5.6441 2.6128 -0.2486
C 5.7031 1.3134 0.5661
F 6.7169 0.5249 0.1873
F 4.5341 0.6341 0.3592
F 5.1842 2.3980 -1.4974
F 4.7282 3.3887 0.3816
H 8.2485 4.3273 -1.1465
H 7.0015 3.8121 -2.2468
H 7.9572 1.8830 -3.8358
H 5.8081 1.5371 1.6301
C -0.5106 -3.1484 0.2978
C -1.3087 -2.5610 -0.8771
C -1.8579 -3.5357 -1.9182
F -0.8887 -4.2706 -2.4932
F -2.4706 -2.8181 -2.9033
F -0.5783 -1.5939 -1.4722
F -2.3965 -1.9546 -0.3288
O 0.9035 -3.1776 0.2245
C 1.5901 -4.1921 -0.3956
C 2.3354 -3.7211 -1.6516
F 1.5110 -3.0797 -2.5030
F 2.8449 -4.8028 -2.2852
F 0.8029 -5.2585 -0.6463
F 2.5478 -4.5986 0.4679
H -0.7038 -2.4604 1.1191
H -0.9133 -4.1129 0.6089
H -2.5977 -4.2055 -1.4714
H 3.1481 -3.0480 -1.3701
C 0.1078 9.4705 9.6812
C 0.6245 8.1459 9.1004
C -0.2383 7.4350 8.0557
F -1.4681 7.1470 8.5311
F 0.3643 6.2740 7.7165
F 0.9445 7.3007 10.1047
F 1.7842 8.4544 8.4514
O -0.5791 9.4632 10.9219
C -1.9258 9.2099 11.0172
C -2.2360 7.9046 11.7627
F -1.5707 6.8614 11.2330
F -3.5636 7.6575 11.6694
F -2.5388 9.2633 9.8170
F -2.4535 10.1976 11.7767
H 1.0119 10.0347 9.9016
H -0.4338 10.0473 8.9311
H -0.3356 8.0490 7.1558
H -1.9584 8.0047 12.8143
C -5.8941 -4.7059 -6.9298
C -5.1425 -4.8330 -8.2633
C -4.6515 -6.2211 -8.6798
F -3.8326 -6.7503 -7.7415
F -3.9635 -6.1080 -9.8348
F -4.1251 -3.9460 -8.2982
F -6.0297 -4.4655 -9.2319
O -5.1747 -4.3077 -5.7737
C -4.4817 -5.2019 -4.9952
C -2.9651 -4.9778 -5.0313
F -2.4913 -4.9575 -6.2964
F -2.3578 -6.0017 -4.3802
F -4.8129 -6.4790 -5.2790
F -4.8514 -4.9734 -3.7121
H -6.5865 -3.8817 -7.0904
H -6.5090 -5.5845 -6.7337
H -5.4933 -6.8994 -8.8426
H -2.7071 -4.0367 -4.5492
C 1.2078 -8.1967 -7.3576
C 0.3220 -8.0884 -8.6075
C -1.1886 -8.2393 -8.4273
F -1.5235 -9.4260 -7.8748
F -1.7791 -8.1697 -9.6432
F 0.7739 -8.9338 -9.5616
F 0.4983 -6.8216 -9.0801
O 1.8276 -9.4352 -7.0520
C 1.1857 -10.4256 -6.3509
C 0.9346 -11.6836 -7.1931
F 0.2940 -11.3916 -8.3403
F 0.1647 -12.5380 -6.4786
F 0.0585 -9.9820 -5.7593
F 2.0278 -10.8112 -5.3634
H 2.0513 -7.5434 -7.5722
H 0.7122 -7.7737 -6.4832
H -1.5797 -7.4326 -7.8036
H 1.8856 -12.1650 -7.4311
*
```

HOMO-LUMO gap = 0.2766 Ha
SMILES string = CN(C)C(=O)CCOC[C@@H](NP(=O)(O)O)P(C)C.FC(F)C(F)(F)COC(F)(F)C(F)F.FC(F)C(F)(F)COC(F)(F)C(F)F.FC(F)C(F)(F)COC(F)(F)C(F)F.FC(F)C(F)(F)COC(F)(F)C(F)F.FC(F)C(F)(F)COC(F)(F)C(F)F
LUMO = 0.0074 Eh
highest occupied orbital energy = -0.269 Eh
largest force on an atom = 0.0463 Eh/bohr